1.
89
Properties=species:S:1:pos:R:3:forces:R:3:lowdin_charge:R:1 method="wB97M-V/def2-TZVPD" smiles="CCOCCO[C@@H]1C(=O)N[C@H](C[C@@H](O)C(F)(F)F)[C@]1(Br)CCOCC(F)(F)C(F)(F)C(F)(F)C(F)F.CCOS(C)(=O)=O.CCOS(C)(=O)=O" e_homo_ev=-9.3997 charge=0 orbital_gap_ev=9.333 energy_ha=-6288.69186
C -3.191765 1.919113 -1.797396 -0.52 0.59 0.13 -0.085
C -2.514795 2.113604 -3.286780 0.11 0.61 0.59 -0.240
O -1.704833 0.931245 -3.632269 -2.50 0.36 -1.83 -0.231
C -2.424149 0.050030 -4.594997 0.42 -1.52 1.16 -0.144
C -2.153633 -1.502620 -4.037795 0.57 1.41 -1.24 -0.146
O -2.213345 -1.402738 -2.562215 1.25 -2.71 -0.32 -0.162
C -1.532435 -2.530926 -1.908276 0.32 -1.11 -1.35 -0.255
C -2.444127 -3.762558 -1.269615 -3.09 -0.17 -0.52 -0.171
O -3.654431 -4.197092 -1.645428 7.94 2.58 2.85 -0.017
N -1.501536 -4.267358 -0.170763 -1.11 0.47 -0.21 0.029
C -0.061139 -3.756798 -0.326353 -0.51 0.28 -1.58 -0.283
C 0.954511 -4.060781 0.923979 -1.14 -0.73 0.49 -0.056
C 2.410940 -4.700161 0.475282 0.34 0.32 -0.05 -0.202
O 2.876946 -4.271145 -0.853234 -1.18 -1.71 0.91 -0.109
C 3.531298 -4.152960 1.564773 0.99 0.10 0.30 -0.188
F 3.670815 -2.671142 1.519953 -0.40 -4.80 0.38 0.015
F 4.894969 -4.717854 1.263642 -4.46 1.93 1.37 0.003
F 3.099036 -4.558022 2.927349 1.77 1.47 -4.21 0.017
C -0.317206 -2.195634 -0.809061 -0.87 -0.51 -0.66 -0.529
Br 1.166166 -1.642153 -2.095498 -0.56 -0.06 1.04 0.773
C -0.639593 -1.060151 0.358382 -0.43 -0.33 0.02 -0.098
C 0.561615 0.052552 0.536342 0.25 0.26 -1.23 -0.203
O 0.299855 1.023820 1.647908 2.17 -0.85 0.51 -0.198
C 1.547268 1.175212 2.469073 0.23 -2.33 -0.33 -0.078
C 1.323262 1.956394 3.881628 0.18 -1.96 1.71 -0.144
F 2.508380 1.649180 4.764153 -3.48 0.90 -2.71 -0.007
F 0.138828 1.372157 4.593824 3.61 1.86 -2.19 0.006
C 1.178143 3.571345 3.825738 -0.71 0.72 1.99 -0.101
F 2.282404 4.235527 4.592497 -3.66 -1.98 -2.54 0.033
F -0.131436 3.905188 4.502766 4.13 -0.53 -2.15 0.012
C 1.127147 4.268974 2.355269 -0.47 2.57 -2.26 -0.106
F -0.131389 3.974056 1.573317 4.39 0.23 2.62 0.019
F 2.366270 4.090534 1.529449 -4.21 -0.37 2.60 0.020
C 1.051585 5.918778 2.627502 1.58 1.33 -0.98 -0.051
F 2.480909 6.399146 2.533310 -4.25 -1.15 0.13 -0.049
F 0.255855 6.633257 1.595363 2.55 -2.37 3.16 -0.017
H -4.356831 2.134177 -1.889285 2.47 -0.48 0.35 0.082
H -2.752078 2.691766 -1.011142 -0.87 -1.67 -1.69 0.082
H -3.058798 0.830492 -1.374803 -0.16 2.15 -1.08 0.066
H -1.774144 3.044954 -3.341154 -1.66 -2.00 0.31 0.132
H -3.376372 2.307298 -4.057397 1.74 -0.48 1.29 0.113
H -1.944398 0.126506 -5.659725 -1.09 0.01 1.91 0.132
H -3.584522 0.203171 -4.592392 2.25 0.09 -0.05 0.132
H -2.949992 -2.229942 -4.502596 1.49 1.27 1.16 0.141
H -1.065096 -1.775208 -4.444407 -2.25 0.30 1.29 0.129
H -0.913430 -3.121597 -2.731695 -1.25 1.14 1.48 0.123
H -1.878585 -4.109808 0.790414 0.13 -0.40 -1.21 0.131
H 0.280041 -4.348900 -1.295009 -0.25 1.42 2.04 0.143
H 1.049576 -3.113996 1.605676 0.09 -1.74 -1.47 0.122
H 0.438525 -4.896968 1.600960 1.07 1.83 -1.45 0.143
H 2.398589 -5.886034 0.461441 0.03 2.57 0.61 0.183
H 2.558072 -4.973342 -1.501369 0.68 1.43 1.24 0.128
H -1.675687 -0.567289 0.074754 2.24 -0.85 0.63 0.125
H -0.793525 -1.656304 1.376133 0.36 1.36 -2.05 0.131
H 0.694825 0.736877 -0.432541 -0.47 -1.80 1.99 0.141
H 1.566527 -0.533717 0.668653 -1.76 1.16 0.00 0.107
H 1.836960 0.051423 2.754131 -0.42 2.56 -0.09 0.157
H 2.464475 1.557976 1.822359 -2.01 -0.21 1.54 0.166
H 0.701320 6.188772 3.709832 0.42 -0.41 -2.39 0.181
C -5.110684 2.432201 3.053980 0.01 0.23 -0.32 -0.075
C -5.064594 0.949315 3.375780 0.85 0.77 0.51 -0.273
O -6.092623 0.231563 2.704448 -0.48 -0.66 -1.14 -0.266
S -5.957287 0.006109 1.096566 -0.11 -0.05 0.27 0.618
C -7.303044 -1.134183 0.895927 -0.05 0.01 0.13 -0.120
O -4.716211 -0.690549 0.822691 -0.76 0.90 0.18 -0.298
O -6.311771 1.234213 0.420439 0.61 -0.90 0.37 -0.291
H -4.902113 2.614744 1.995825 0.00 -0.03 0.17 0.066
H -4.367406 2.982979 3.637224 -0.08 -0.15 0.05 0.080
H -6.104041 2.841257 3.262985 0.14 -0.07 0.05 0.086
H -4.082882 0.523274 3.141475 -0.16 -0.04 -0.10 0.115
H -5.225094 0.814718 4.453167 -0.21 -0.26 -0.35 0.125
H -7.074847 -2.059030 1.425083 0.03 0.13 -0.03 0.074
H -7.411163 -1.330822 -0.174578 0.18 0.13 0.17 0.080
H -8.215908 -0.674916 1.278615 0.17 -0.01 -0.02 0.075
C 6.133127 2.793676 -2.197598 -0.33 0.09 0.18 -0.079
C 6.724657 1.641113 -2.989000 -0.01 1.11 -0.48 -0.275
O 6.644272 0.414173 -2.274260 -0.70 -1.06 0.36 -0.265
S 5.185766 -0.293246 -2.110692 0.34 -0.21 -0.03 0.606
C 5.738064 -1.836005 -1.427728 0.11 0.07 0.03 -0.113
O 4.633837 -0.541751 -3.427593 0.24 0.58 1.09 -0.296
O 4.439933 0.403730 -1.086484 0.25 -0.34 -0.93 -0.306
H 5.059041 2.657386 -2.041774 0.16 0.03 -0.05 0.067
H 6.273147 3.742462 -2.723137 0.11 -0.14 0.00 0.082
H 6.597365 2.860627 -1.208777 0.01 0.01 -0.16 0.086
H 6.245362 1.546431 -3.969551 -0.02 -0.14 0.15 0.117
H 7.788410 1.842959 -3.168803 -0.19 -0.42 0.15 0.124
H 6.331972 -2.367925 -2.170532 -0.05 0.13 0.04 0.077
H 4.849219 -2.418970 -1.169957 0.01 0.20 -0.11 0.053
H 6.319652 -1.635863 -0.526399 -0.08 0.04 -0.14 0.079

***

2.
75
Properties=species:S:1:pos:R:3:forces:R:3:lowdin_charge:R:1 method="wB97M-V/def2-TZVPD" e_homo_ev=-13.3254 charge=+2 orbital_gap_ev=7.442 energy_ha=-4836.19287
Ga -0.063824 -0.772478 0.398286 0.14 -0.21 -0.48 0.390
C 0.139289 2.499545 0.127282 0.26 0.12 -0.10 -0.160
Si -0.651377 2.009088 1.759749 -0.05 -0.11 0.00 0.432
C 0.510886 2.407389 3.146246 0.16 0.09 0.18 -0.141
C -2.274120 2.908679 1.943155 -0.11 0.22 0.13 -0.156
N -0.927037 0.246481 1.693067 -0.09 -0.14 0.20 -0.103
C -1.432836 -0.452524 2.812277 -0.03 0.44 0.15 -0.285
C -2.107978 0.145332 3.886328 0.00 0.16 -0.07 -0.017
C -2.587388 -0.612103 4.946909 -0.03 0.09 0.01 -0.049
C -2.414920 -1.989853 4.988807 -0.03 -0.02 0.07 -0.055
C -1.751393 -2.616067 3.943394 -0.08 -0.12 0.11 0.008
C -1.305380 -1.824887 2.919463 -0.13 0.13 0.12 -0.256
F -0.641552 -2.426550 1.860034 -0.98 -0.84 -0.60 -0.123
H 0.921396 3.245867 0.313690 -0.17 -0.06 0.02 0.059
H -0.588723 2.939789 -0.565328 0.19 -0.08 0.13 0.044
H 0.637170 1.669209 -0.385650 0.09 0.33 0.14 -0.021
H 0.622255 3.496943 3.232066 0.01 -0.20 0.01 0.058
H 1.506802 1.986167 2.960514 -0.13 0.09 0.01 0.013
H 0.155866 2.033101 4.110349 0.04 0.04 -0.05 0.043
H -2.228024 3.869721 1.413529 -0.04 -0.16 0.09 0.050
H -2.494172 3.135121 2.994135 0.00 0.00 -0.23 0.042
H -3.119928 2.337433 1.546575 0.06 0.10 0.04 0.036
H -2.272450 1.219745 3.883001 0.03 -0.25 0.04 0.090
H -3.109832 -0.108595 5.753131 0.06 -0.06 -0.07 0.121
H -2.789846 -2.571254 5.823441 0.04 0.07 -0.11 0.120
H -1.586218 -3.687570 3.919292 0.00 0.10 0.01 0.134
C 4.059273 -0.199445 1.869066 -0.19 0.05 0.08 -0.475
C 3.102669 -0.858357 2.857426 0.06 -0.05 -0.29 -0.442
S 1.624230 -1.692087 2.226414 0.90 0.30 0.28 0.998
C 2.222566 -3.043513 1.206249 0.07 0.13 0.09 -0.436
C 2.778870 -2.677014 -0.168770 -0.08 -0.11 -0.05 -0.405
S 1.715904 -1.602100 -1.174095 0.09 0.19 0.18 0.996
C 2.879452 -0.360562 -1.847111 0.17 -0.06 0.12 -0.425
C 3.905833 0.252970 -0.900758 -0.25 -0.01 0.09 -0.476
S 3.208438 0.853493 0.657815 -0.05 0.06 0.02 0.910
H 4.652270 -0.939837 1.339616 0.04 -0.03 0.00 0.071
H 4.746980 0.433413 2.425652 0.09 -0.05 0.06 0.089
H 2.686695 -0.123191 3.547073 -0.01 -0.01 0.02 0.080
H 3.625313 -1.608184 3.452897 0.07 0.08 0.08 0.098
H 1.358083 -3.698295 1.106179 0.01 -0.09 -0.03 0.086
H 2.985760 -3.587431 1.762903 0.01 -0.07 -0.05 0.109
H 2.894944 -3.591803 -0.745263 0.09 -0.05 -0.05 0.102
H 3.745619 -2.193034 -0.101165 0.04 0.02 0.03 0.064
H 2.251802 0.405405 -2.298728 0.11 0.03 -0.04 0.050
H 3.381659 -0.881786 -2.662488 0.02 0.05 -0.08 0.108
H 4.353229 1.101462 -1.413359 0.05 0.01 -0.10 0.094
H 4.712892 -0.435797 -0.671237 0.09 -0.03 -0.04 0.076
O 0.465631 1.414095 -7.546946 -0.18 0.28 0.17 -0.002
C 0.439204 2.515552 -6.679927 -0.09 -0.32 -0.05 -0.217
N -0.386921 2.283410 -5.492305 0.09 0.01 -0.04 0.117
C 0.105071 1.643944 -4.422004 0.17 -0.20 -0.08 -0.418
O 1.265188 1.250645 -4.333431 -0.36 0.10 0.08 0.064
C -0.835628 1.397053 -3.259869 0.05 0.08 -0.10 -0.064
C -2.029266 2.053898 -2.994181 -0.11 0.10 -0.04 0.045
C -2.733459 1.743932 -1.835183 -0.15 0.07 -0.18 0.005
C -2.208523 0.827453 -0.950610 0.10 -0.23 -0.10 -0.111
N -1.042136 0.198958 -1.197945 0.09 0.22 -0.30 -0.006
C -0.396363 0.468107 -2.340011 -0.48 -0.06 0.15 -0.082
H 1.114764 0.775501 -7.241726 0.14 -0.05 0.07 0.093
H -0.004276 3.342351 -7.218201 -0.07 0.09 -0.13 0.135
H 1.425027 2.794757 -6.330819 0.20 0.03 0.05 0.131
H -1.380150 2.401243 -5.592879 -0.08 0.01 0.02 0.141
H -2.411736 2.819358 -3.663043 0.03 -0.08 0.07 0.135
H -3.676618 2.228618 -1.608101 0.12 -0.04 -0.02 0.135
H -2.698083 0.590579 -0.012934 0.10 0.01 -0.11 0.113
H 0.513959 -0.064331 -2.552711 -0.10 0.03 -0.04 0.060
C -3.376238 -2.511710 -0.283423 0.12 0.12 -0.03 -0.048
C -2.113135 -3.323007 -0.450386 -0.14 0.29 -0.05 -0.191
O -0.937950 -2.460142 -0.699479 -0.25 -0.31 0.48 -0.176
H -4.217728 -3.175038 -0.074682 0.06 0.03 -0.01 0.101
H -3.607377 -1.948210 -1.191535 -0.03 -0.04 0.06 0.085
H -3.278165 -1.815793 0.554991 -0.04 -0.04 0.00 0.075
H -2.180245 -4.011156 -1.285725 0.06 -0.06 -0.15 0.133
H -1.889197 -3.891526 0.436892 0.19 -0.09 0.22 0.114
H -0.964824 -2.190578 -1.625861 0.01 -0.03 -0.01 0.087